This record from the Open Molecules 2025 dataset describes an isolated ion of composition C2H5N2O3 and charge +1 in a non-equilibrium geometry. The level of theory is ωB97M-V/def2-TZVPD.

HOMO = -15.7 eV
Spin multiplicity = 1
Charge = +1
Energy relative to the best compared isomer or geometry (same formula, charge and spin) = 2.904 eV
SMILES = NC(=[NH2+])C(=O)OO

```
12
Properties=species:S:1:pos:R:3:forces:R:3
N 0.448301 -1.403878 -1.153301 0.323 0.519 0.698
C 0.515468 -0.534403 -0.166350 -1.797 -0.144 -1.709
N 1.580545 -0.238087 0.520465 -1.718 -0.054 -0.657
C -0.917129 0.189903 -0.049689 1.422 0.331 0.885
O -1.839148 -0.166834 -0.685183 -0.272 -0.042 0.060
O -0.748030 1.199353 0.821247 0.967 -0.643 -0.158
O -1.935069 1.773744 1.284978 -0.953 -0.179 -0.092
H -0.423553 -1.489487 -1.615850 -1.183 0.022 -0.282
H 1.181106 -1.871278 -1.638770 0.956 -0.283 0.231
H 1.443104 0.548296 1.137188 1.001 -0.037 0.402
H 2.396452 -0.718864 0.199628 1.080 0.368 0.725
H -1.702049 2.711535 1.345637 0.174 0.141 -0.103
```
Positions in Å, forces in eV/Å.


This record from the Open Molecules 2025 dataset describes a 2-piece molecular cluster, C2H5N2OP overall in a non-equilibrium geometry. The level of theory is ωB97M-V/def2-TZVPD.

HOMO = -9.3 eV
Spin multiplicity = 1
Charge = 0
Energy relative to the best compared isomer or geometry (same formula, charge and spin) = 3.950 eV
SMILES = [H]/N=N/[H].[H]/P=C/C=O

```
11
Properties=species:S:1:pos:R:3:forces:R:3
H 0.612385 -2.227536 2.085955 -0.629 0.619 1.617
N 0.372556 -1.941754 1.155143 0.825 -1.046 -1.349
N 1.031634 -2.807214 0.559779 0.476 -0.504 2.375
H 1.048054 -2.769122 -0.412778 -0.717 0.877 -2.597
H -1.926010 0.012269 1.094177 1.132 0.144 -0.494
P -0.567903 0.595148 0.951113 -0.399 0.348 -0.311
C -0.622283 1.105660 -0.671600 -1.346 -1.435 2.646
C 0.286873 2.116415 -1.107127 0.253 0.716 -1.098
O 1.352283 2.370907 -0.606264 0.736 -0.117 0.539
H -1.558239 0.797248 -1.095175 -0.008 0.468 -1.131
H -0.029351 2.747978 -1.953223 -0.322 -0.070 -0.195
```
Positions in Å, forces in eV/Å.


This record from the Open Molecules 2025 dataset describes one molecule with the formula C2H5N2P in a non-equilibrium geometry. The level of theory is ωB97M-V/def2-TZVPD.

HOMO = -9.0 eV
Spin multiplicity = 1
Charge = 0
Energy relative to the best compared isomer or geometry (same formula, charge and spin) = 0.217 eV
SMILES = C1=NPNC1

```
10
Properties=species:S:1:pos:R:3:forces:R:3
C 1.146253 -0.067925 0.378502 1.140 -0.944 -0.911
N 0.869687 1.125417 0.657052 0.976 0.884 0.744
P -0.681400 1.669143 0.106986 -0.015 -1.440 0.226
N -1.044605 0.082185 -0.540428 -0.147 0.281 -3.338
C 0.025487 -0.896968 -0.258771 -1.037 -0.083 3.069
H 2.227509 -0.522088 0.447305 -2.090 0.901 0.357
H -1.449464 1.459865 1.284270 0.376 0.277 0.356
H -1.112435 0.263015 -1.595569 0.061 -0.827 1.973
H 0.382040 -1.480424 -1.081947 -0.125 -0.270 -0.633
H -0.363071 -1.632221 0.602600 0.861 1.221 -1.843
```
Positions in Å, forces in eV/Å.


| no. | frontier orbital gap (eV) |
| --- | --- |
| 1 | 10.8 |
| 2 | 8.7 |
| 3 | 9.9 |